{"formula": "C28H36BIN9NiS", "method": "ωB97M-V/def2-TZVPD", "mol_weight_g_mol": 727.135, "de_lowest_ev": 0.000, "gap_ev": [8.99, 8.43], "multiplicity": 3, "charge": 1, "symbols": ["Ni", "C", "C", "C", "C", "C", "C", "N", "N", "B", "N", "C", "C", "C", "N", "C", "C", "C", "N", "C", "C", "C", "N", "C", "C", "C", "H", "H", "H", "H", "H", "H", "H", "H", "H", "H", "H", "H", "H", "H", "H", "H", "H", "H", "H", "H", "H", "H", "H", "H", "H", "H", "H", "H", "S", "C", "N", "C", "C", "C", "C", "C", "C", "H", "H", "H", "H", "H", "I", "C", "C", "N", "N", "C", "H", "H", "H"], "positions_angstrom": [[0.2955, -0.2890, 0.0766], [3.1075, 1.2509, 0.7900], [3.3741, 0.5888, 2.1337], [3.1427, 1.5563, 3.2976], [2.5888, -0.6780, 2.3202], [2.8408, -1.6600, 3.2878], [1.9128, -2.6481, 3.0478], [1.1521, -2.2632, 2.0152], [1.5579, -1.0585, 1.5600], [0.0974, -3.0415, 1.2341], [0.5570, -3.1455, -0.2345], [0.7766, -4.2827, -0.9045], [1.2333, -3.9673, -2.1626], [1.2778, -2.5715, -2.1890], [0.8573, -2.0712, -1.0203], [1.7919, -1.7442, -3.3307], [0.7269, -0.8030, -3.8950], [3.1029, -1.0584, -2.9291], [-1.2827, -2.3096, 1.2457], [-2.4478, -2.8914, 1.5977], [-3.4571, -2.3244, 0.8681], [-2.8277, -1.3943, 0.0184], [-1.5200, -1.3649, 0.2801], [-3.5383, -0.7410, -1.1396], [-4.5611, 0.3103, -0.7037], [-2.6123, -0.2733, -2.2537], [3.7790, 2.0961, 0.6360], [2.0871, 1.6359, 0.7456], [3.2594, 0.5448, -0.0299], [4.4266, 0.2907, 2.1558], [2.0946, 1.8547, 3.3524], [3.7488, 2.4547, 3.1732], [3.4093, 1.0977, 4.2495], [3.6143, -1.6521, 4.0361], [1.7472, -3.6000, 3.5238], [-0.0320, -4.1317, 1.7099], [0.5959, -5.2341, -0.4331], [1.5104, -4.6404, -2.9549], [2.0373, -2.4550, -4.1226], [0.2765, -0.1827, -3.1228], [-0.0784, -1.3785, -4.3528], [1.1516, -0.1530, -4.6624], [3.0134, -0.5585, -1.9630], [3.4223, -0.3354, -3.6821], [3.8963, -1.7965, -2.8125], [-2.4570, -3.7012, 2.3082], [-4.5028, -2.5799, 0.8814], [-4.1215, -1.5689, -1.5569], [-4.0921, 1.1892, -0.2650], [-5.2539, -0.1007, 0.0310], [-5.1416, 0.6399, -1.5659], [-2.0459, 0.6121, -1.9774], [-3.1990, -0.0188, -3.1370], [-1.9087, -1.0614, -2.5252], [1.3068, 3.3657, -2.5507], [1.2644, 1.7885, -1.9135], [0.2400, 1.4671, -1.1774], [-0.6353, 2.5586, -1.0845], [-1.8506, 2.5932, -0.3999], [-2.5927, 3.7514, -0.4208], [-2.1468, 4.8864, -1.1137], [-0.9541, 4.8696, -1.8011], [-0.2072, 3.6919, -1.7796], [2.0686, 1.1036, -2.1269], [-2.1840, 1.7193, 0.1391], [-3.5371, 3.7900, 0.1058], [-2.7485, 5.7847, -1.1100], [-0.6066, 5.7396, -2.3410], [-0.6680, 4.1405, 4.5081], [-0.6985, 2.4112, 3.3973], [-1.2374, 1.1921, 3.7425], [-1.0157, 0.3667, 2.7080], [-0.3621, 0.9753, 1.7084], [-0.1638, 2.2212, 2.1176], [-1.7493, 0.8660, 4.6315], [-1.2487, -0.6147, 2.6162], [0.3432, 2.9397, 1.4952]], "forces_ev_per_angstrom": [[-0.1, -0.1, 0.0], [0.0, 0.0, 0.0], [0.0, 0.0, 0.0], [0.0, 0.0, 0.0], [0.0, 0.0, 0.0], [0.0, 0.0, 0.0], [0.0, 0.0, 0.0], [0.0, 0.0, 0.0], [0.0, 0.0, 0.0], [0.0, 0.0, 0.0], [0.0, -0.1, 0.0], [0.0, 0.0, 0.0], [0.0, 0.0, 0.0], [0.0, 0.0, 0.0], [0.0, 0.1, 0.0], [0.0, 0.0, 0.0], [0.0, 0.0, 0.0], [0.0, 0.0, 0.0], [0.0, 0.0, 0.0], [0.0, 0.0, 0.0], [0.0, 0.0, 0.1], [0.0, 0.0, 0.0], [0.0, 0.0, 0.0], [0.0, 0.0, 0.0], [0.0, 0.0, 0.0], [0.0, 0.0, 0.0], [0.0, 0.0, 0.0], [0.0, 0.0, 0.0], [0.0, 0.0, 0.0], [0.0, 0.0, 0.0], [0.0, 0.0, 0.0], [0.0, 0.0, 0.0], [0.0, 0.0, 0.0], [0.0, 0.0, 0.0], [0.0, 0.0, 0.0], [0.0, 0.0, 0.0], [0.0, 0.0, 0.0], [0.0, 0.0, 0.0], [0.0, 0.0, 0.0], [0.0, 0.0, 0.0], [0.0, 0.0, 0.0], [0.0, 0.0, 0.0], [0.0, 0.0, 0.0], [0.0, 0.0, 0.0], [0.0, 0.0, 0.0], [0.0, 0.0, 0.0], [0.0, 0.0, 0.0], [0.0, 0.0, 0.0], [0.0, 0.0, 0.0], [0.0, 0.0, 0.0], [0.0, 0.0, 0.0], [0.0, 0.0, 0.0], [0.0, 0.0, 0.0], [0.0, 0.0, 0.0], [0.0, 0.0, 0.0], [0.0, 0.0, 0.0], [0.0, 0.1, 0.0], [0.0, 0.0, 0.0], [0.0, 0.0, 0.0], [0.0, 0.0, 0.0], [0.0, 0.0, 0.0], [0.0, 0.0, 0.0], [0.0, 0.0, 0.0], [0.0, 0.0, 0.0], [0.0, 0.0, 0.0], [0.0, 0.0, 0.0], [0.0, 0.0, 0.0], [0.0, 0.0, 0.0], [0.0, 0.0, 0.0], [0.0, 0.1, 0.0], [0.0, 0.0, 0.0], [0.0, 0.0, 0.0], [0.0, 0.1, 0.0], [0.0, 0.0, 0.0], [0.0, 0.0, 0.0], [0.0, 0.0, 0.0], [0.0, 0.0, 0.0]]}

---

{"formula": "C28H36Br4CaI2N8O2", "method": "ωB97M-V/def2-TZVPD", "mol_weight_g_mol": 1130.152, "de_lowest_ev": 0.000, "gap_ev": 6.56, "symbols": ["Ca", "Br", "C", "C", "Br", "C", "Br", "C", "O", "C", "O", "C", "Br", "C", "N", "C", "C", "N", "C", "C", "C", "C", "C", "C", "N", "C", "N", "C", "C", "N", "C", "C", "N", "C", "C", "H", "H", "H", "H", "H", "H", "H", "H", "H", "H", "H", "H", "H", "H", "H", "H", "H", "H", "H", "H", "H", "H", "H", "H", "H", "H", "H", "H", "I", "C", "I", "H", "H", "N", "C", "C", "C", "N", "C", "C", "H", "H", "H", "H", "H", "H"], "positions_angstrom": [[-0.1588, -0.4225, -0.5578], [4.6638, -5.2893, 1.6358], [3.7865, -3.9387, 0.6480], [4.2886, -3.5108, -0.5688], [5.8668, -4.2644, -1.2800], [3.6125, -2.5071, -1.2783], [4.2316, -1.8832, -2.9599], [2.4471, -1.9107, -0.7997], [1.8023, -0.9685, -1.4261], [1.9255, -2.3615, 0.4636], [0.8059, -1.8097, 0.8911], [2.6075, -3.3609, 1.1464], [1.8488, -3.9089, 2.7947], [1.6107, 1.1132, -3.7582], [2.3184, 1.8122, -2.7047], [3.6267, 2.3130, -3.0791], [1.8272, 1.8831, -1.4422], [0.5410, 1.8911, -1.1365], [-0.4377, 2.4725, -1.9492], [-0.2110, 3.4747, -2.8979], [-1.2567, 4.0649, -3.5913], [-2.5632, 3.6645, -3.3582], [-2.8086, 2.6892, -2.4034], [-1.7716, 2.1107, -1.6797], [-2.0428, 1.1416, -0.6810], [-2.8617, 1.4627, 0.2825], [-3.1051, 2.7412, 0.7046], [-2.1042, 3.7832, 0.5637], [-4.4381, 3.2026, 1.0377], [-3.5216, 0.4773, 0.9639], [-3.8251, 0.5931, 2.3811], [-3.5550, -0.8773, 0.4488], [2.7214, 1.9196, -0.4231], [2.2790, 2.3340, 0.8975], [3.9115, 1.0766, -0.4206], [1.2731, 1.8055, -4.5353], [0.7505, 0.5892, -3.3547], [2.2766, 0.3655, -4.1925], [3.5255, 2.9111, -3.9889], [4.3295, 1.4995, -3.2781], [4.0244, 2.9473, -2.2916], [0.8042, 3.8049, -3.0772], [-1.0442, 4.8388, -4.3179], [-3.3823, 4.1086, -3.9083], [-3.8247, 2.3706, -2.1953], [-1.1113, 3.3388, 0.5246], [-2.1587, 4.4263, 1.4444], [-2.2589, 4.3918, -0.3322], [-5.1549, 2.3917, 0.9390], [-4.7281, 4.0041, 0.3511], [-4.4792, 3.5930, 2.0586], [-3.3998, 1.5107, 2.7804], [-3.3843, -0.2574, 2.9071], [-4.9032, 0.5903, 2.5626], [-2.7575, -1.5002, 0.8789], [-3.4644, -0.8730, -0.6331], [-4.5082, -1.3366, 0.7193], [1.5039, 3.0902, 0.8152], [3.1354, 2.7482, 1.4318], [1.8858, 1.4920, 1.4759], [3.9583, 0.4839, -1.3277], [3.8469, 0.3773, 0.4168], [4.8213, 1.6716, -0.3116], [-0.8403, 2.9057, 4.0429], [-0.8893, 0.8381, 4.5537], [-0.0890, -0.4466, 3.0606], [-1.9246, 0.5848, 4.7450], [-0.2960, 0.7318, 5.4532], [-1.9096, -5.1617, -4.7872], [-1.6656, -4.1627, -3.8854], [-0.7827, -4.3500, -2.8169], [-0.5901, -3.3262, -1.9186], [-1.2125, -2.1411, -1.9971], [-2.0567, -1.9686, -3.0192], [-2.3179, -2.9267, -3.9723], [-1.2610, -5.9284, -4.8272], [-2.3472, -4.9205, -5.6586], [-0.2453, -5.2813, -2.6959], [0.1013, -3.4522, -1.0920], [-2.5450, -1.0001, -3.0762], [-3.0123, -2.7195, -4.7760]], "forces_ev_per_angstrom": [[0.0, 0.1, 0.1], [0.0, 0.0, 0.0], [0.0, 0.0, 0.0], [0.0, 0.0, 0.0], [0.0, 0.0, 0.0], [0.0, 0.0, 0.0], [0.0, 0.0, 0.0], [0.0, 0.0, 0.1], [0.1, 0.0, -0.2], [0.0, 0.0, 0.0], [0.0, -0.1, 0.0], [-0.1, 0.0, 0.1], [0.0, 0.0, 0.0], [0.0, 0.0, 0.0], [0.0, 0.0, 0.0], [0.0, 0.0, 0.0], [0.0, -0.1, 0.0], [0.0, 0.0, 0.0], [0.1, 0.0, 0.0], [0.0, 0.0, 0.0], [0.0, 0.0, 0.0], [0.0, 0.0, 0.0], [0.0, 0.0, 0.0], [-0.1, 0.0, -0.1], [0.0, 0.0, 0.0], [-0.1, -0.1, 0.1], [0.0, 0.0, 0.0], [0.0, 0.0, 0.0], [0.0, 0.0, 0.0], [0.1, 0.0, 0.0], [0.0, 0.0, 0.0], [0.0, -0.1, 0.0], [0.0, 0.0, 0.0], [0.0, 0.0, 0.0], [0.0, 0.0, 0.0], [0.0, 0.0, 0.0], [0.0, 0.0, 0.0], [0.0, 0.0, 0.0], [0.0, 0.0, 0.0], [0.0, 0.0, 0.0], [0.0, 0.0, 0.0], [0.0, 0.0, 0.0], [0.0, 0.0, 0.0], [0.0, 0.0, 0.0], [0.0, 0.0, 0.0], [0.0, 0.0, 0.0], [0.0, 0.0, 0.0], [0.0, 0.0, 0.0], [0.0, 0.0, 0.0], [0.0, 0.0, 0.0], [0.0, 0.0, 0.0], [0.0, 0.0, 0.0], [0.0, 0.0, 0.0], [0.0, 0.0, 0.0], [0.0, 0.1, -0.1], [0.0, 0.0, 0.0], [0.0, 0.0, 0.0], [0.0, 0.0, 0.0], [0.0, 0.0, 0.0], [0.0, 0.0, 0.0], [0.0, 0.0, 0.0], [0.0, 0.0, 0.0], [0.0, 0.0, 0.0], [0.0, 0.0, 0.0], [0.0, 0.0, 0.0], [0.0, 0.0, 0.0], [0.0, 0.0, 0.0], [0.0, 0.0, 0.0], [0.0, 0.0, 0.0], [0.0, 0.0, 0.0], [0.0, 0.0, 0.0], [0.0, 0.0, 0.0], [0.0, 0.0, 0.0], [0.0, 0.0, 0.0], [0.0, 0.0, 0.0], [0.0, 0.0, 0.0], [0.0, 0.0, 0.0], [0.0, 0.0, 0.0], [0.0, 0.0, 0.0], [0.0, 0.0, 0.0], [0.0, 0.0, 0.0]]}

---

{"formula": "C28H36CsGeN2O8", "method": "ωB97M-V/def2-TZVPD", "mol_weight_g_mol": 734.117, "de_lowest_ev": 2.611, "gap_ev": 5.38, "charge": -1, "symbols": ["Cs", "C", "C", "C", "C", "C", "C", "H", "H", "H", "H", "H", "H", "O", "C", "C", "O", "C", "C", "O", "C", "O", "O", "C", "C", "O", "H", "H", "H", "O", "C", "N", "C", "O", "C", "C", "C", "C", "N", "C", "H", "H", "H", "H", "H", "H", "H", "H", "C", "C", "C", "C", "Ge", "C", "C", "C", "C", "H", "H", "H", "H", "H", "H", "H", "H", "H", "H", "H", "H", "H", "H", "H", "H", "H", "H", "H"], "positions_angstrom": [[-0.4427, -1.2628, 1.1193], [-0.3670, 0.7592, 4.8501], [-0.2408, 1.8501, 4.0016], [0.9672, 2.1000, 3.3665], [2.0466, 1.2515, 3.5712], [1.9201, 0.1595, 4.4176], [0.7139, -0.0853, 5.0595], [-1.3052, 0.5814, 5.3614], [-1.0809, 2.5167, 3.8507], [1.0742, 2.9673, 2.7260], [2.9930, 1.4494, 3.0838], [2.7676, -0.4896, 4.5965], [0.6244, -0.9236, 5.7397], [0.3969, -3.9919, -4.1419], [0.2760, -3.3472, -3.1207], [0.7355, -1.9489, -2.8423], [0.9711, -1.0863, -3.6837], [0.8132, -1.8189, -1.3878], [0.3870, -3.0617, -0.7889], [0.4759, -3.3908, 0.4210], [-0.3757, -3.7570, -1.8388], [-1.3950, -4.4291, -1.6746], [1.1069, -0.7650, -0.7323], [-1.6957, 2.7698, 0.0946], [-0.9726, 1.5632, -0.4804], [-1.4757, 0.4700, -0.2976], [-2.7303, 2.7506, -0.2535], [-1.2349, 3.7124, -0.1813], [-1.7099, 2.6773, 1.1841], [-5.9657, -5.6510, -0.8502], [-4.5981, -5.9210, -0.6886], [-3.9823, -5.0816, 0.3299], [-4.4691, -5.0894, 1.5881], [-5.4154, -5.7973, 1.9306], [-3.7581, -4.2105, 2.5612], [-3.5734, -4.6238, 3.8752], [-2.8312, -3.8210, 4.7238], [-2.3135, -2.6349, 4.2242], [-2.5519, -2.1934, 2.9923], [-3.2742, -2.9635, 2.1900], [-6.3630, -5.7968, 0.0199], [-4.1024, -5.7068, -1.6315], [-4.4409, -6.9737, -0.4277], [-3.0949, -4.6436, 0.1078], [-3.9888, -5.5703, 4.1953], [-2.6407, -4.1145, 5.7472], [-1.6781, -1.9997, 4.8329], [-3.4970, -2.5636, 1.2063], [2.2045, 4.5455, -5.4810], [1.4105, 3.7463, -4.4512], [1.4278, 4.4074, -3.0761], [0.5017, 3.7349, -2.0609], [0.7820, 1.7922, -1.5290], [2.3148, 1.7349, -0.2520], [3.3227, 2.8920, -0.2582], [4.6074, 2.5353, -1.0117], [4.3895, 2.2595, -2.4984], [2.2295, 4.0362, -6.4455], [3.2340, 4.6947, -5.1467], [1.7601, 5.5325, -5.6311], [1.8202, 2.7362, -4.3718], [0.3734, 3.6463, -4.7846], [1.1310, 5.4581, -3.1885], [2.4537, 4.4080, -2.7008], [-0.5213, 3.7872, -2.4538], [0.5137, 4.3339, -1.1433], [0.8047, 0.9286, -2.7565], [2.8185, 0.7887, -0.4430], [1.8569, 1.6324, 0.7340], [3.5959, 3.1521, 0.7707], [2.8841, 3.7937, -0.6974], [5.0413, 1.6450, -0.5464], [5.3332, 3.3464, -0.8922], [3.6204, 1.4979, -2.6435], [5.3091, 1.9053, -2.9661], [4.0761, 3.1645, -3.0211]], "forces_ev_per_angstrom": [[-1.0, 0.8, 4.3], [0.0, 0.0, 0.0], [0.0, 0.1, 0.0], [0.0, 0.0, 0.0], [0.1, 0.0, 0.0], [0.0, 0.0, 0.1], [0.0, 0.0, 0.0], [0.0, 0.0, 0.0], [0.0, 0.0, 0.0], [0.0, 0.0, -0.1], [0.0, 0.0, 0.0], [0.0, 0.0, -0.1], [0.0, 0.0, 0.0], [-0.2, 0.1, 0.0], [0.0, -0.2, -0.2], [0.2, 0.3, -0.2], [0.1, -0.2, 0.0], [-0.2, 0.1, -0.1], [0.5, -0.5, -0.8], [0.6, -1.8, -0.6], [-0.4, 0.1, 0.4], [0.1, -0.3, 0.0], [1.5, 0.1, -1.6], [0.0, 0.0, 0.0], [0.1, -0.1, -0.3], [-0.9, 1.6, -1.3], [0.0, 0.0, 0.0], [0.0, 0.0, 0.0], [0.0, 0.0, 0.0], [0.0, 0.1, 0.1], [0.1, 0.0, 0.0], [-0.1, 0.1, 0.1], [0.2, -0.4, -0.3], [0.0, 0.1, 0.0], [0.0, 0.1, 0.1], [0.1, 0.0, -0.2], [0.0, -0.1, 0.0], [0.0, 0.0, 0.0], [-0.4, 0.0, 0.5], [0.0, -0.1, 0.0], [0.0, -0.1, 0.0], [0.1, 0.0, 0.0], [0.0, 0.0, 0.1], [0.0, 0.0, -0.1], [0.0, 0.0, 0.0], [0.0, 0.0, 0.0], [0.0, 0.0, 0.1], [0.1, 0.0, -0.1], [-0.1, -0.1, 0.0], [0.1, 0.1, 0.1], [-0.1, -0.2, -0.1], [0.1, -0.2, 0.1], [0.0, 0.8, 0.5], [-0.2, 0.0, -0.2], [0.0, 0.0, -0.1], [-0.1, 0.1, -0.1], [0.0, 0.0, 0.2], [0.0, 0.0, 0.0], [0.0, 0.0, 0.0], [0.0, 0.0, 0.0], [-0.1, 0.0, 0.0], [0.0, -0.1, 0.0], [0.1, 0.0, 0.0], [0.0, 0.1, 0.0], [0.0, 0.0, 0.1], [0.0, 0.0, 0.0], [0.0, -0.1, -0.3], [-0.1, -0.1, 0.0], [0.0, 0.0, 0.0], [0.0, 0.0, 0.0], [0.0, 0.0, 0.1], [0.0, 0.0, 0.0], [0.0, 0.0, 0.0], [0.0, 0.0, -0.1], [0.0, 0.0, 0.0], [0.0, 0.0, 0.0]]}